Record 1
Here is a 2-piece molecular cluster, C3H4Cl2S overall at a distorted geometry from the Open Molecules 2025 dataset. Energies are from ωB97M-V with the def2-TZVPD basis set.

Each line ends with the natural charge from an NBO analysis.
CARTESIAN COORDINATES (ANGSTROEM)
S  1.50  1.65  1.54  0.13
C  0.05  0.89  1.53  -0.30
Cl  -0.28  -0.71  2.00  0.11
Cl  -1.39  1.84  1.28  0.06
C  -0.67  -0.43  -0.95  -0.42
C  0.68  -0.75  -1.13  -0.37
H  -1.12  0.24  -1.63  0.20
H  -1.34  -1.03  -0.34  0.20
H  1.23  -1.55  -0.57  0.20
H  1.34  -0.16  -1.74  0.20

E_LUMO: -0.97 eV
E_HOMO: -9.451 eV
net charge: 0
energy relative to the best compared isomer or geometry (same formula, charge and spin): 36.8 kcal per mole
Kohn-Sham gap: 8.48 eV

***

Record 2
Here is a 2-piece molecular cluster, C2H4OS3 overall at a distorted geometry from the Open Molecules 2025 dataset. Energies are from ωB97M-V with the def2-TZVPD basis set.

Each line ends with the natural charge from an NBO analysis.
CARTESIAN COORDINATES (ANGSTROEM)
C  -0.34  0.86  0.25  -0.32
C  -1.33  -0.28  0.35  -0.69
O  1.74  -0.64  -1.89  -0.82
S  2.99  -0.61  0.64  -0.25
S  -0.32  1.93  -0.95  0.12
S  1.42  -0.82  -0.48  1.08
H  0.26  1.04  1.08  0.19
H  -2.19  0.19  0.81  0.25
H  -0.86  -1.12  0.85  0.22
H  -1.36  -0.55  -0.66  0.23

E_LUMO: -2.40 eV
E_HOMO: -9.141 eV
net charge: 0
energy relative to the best compared isomer or geometry (same formula, charge and spin): 55.5 kcal per mole
Kohn-Sham gap: 6.75 eV

***

Record 3
Here is C44H39BrN8O7Pb as an isolated structure at a distorted geometry from the Open Molecules 2025 dataset. Energies are from ωB97M-V with the def2-TZVPD basis set.

Each line ends with the Löwdin charge.
CARTESIAN COORDINATES (ANGSTROEM)
Pb  -1.20  -1.22  0.06  1.46
Br  5.74  4.71  0.66  0.69
C  5.30  3.23  1.82  -0.65
C  4.23  3.15  2.69  -0.10
C  4.17  2.06  3.54  -0.04
C  5.18  1.15  3.61  -0.24
C  6.26  1.30  2.80  -0.05
C  6.29  2.29  1.84  -0.14
N  5.53  -0.06  4.40  0.08
N  5.05  -1.12  4.04  0.06
C  3.72  -1.10  3.43  -0.20
C  2.51  -0.73  4.12  -0.03
C  1.26  -0.78  3.57  -0.02
C  1.15  -1.15  2.22  -0.33
O  -0.04  -1.39  1.72  -0.25
C  2.35  -1.19  1.44  -0.16
N  2.08  -1.20  0.09  0.12
C  3.12  -1.08  -0.66  -0.13
C  4.45  -1.36  -0.15  -0.05
C  4.74  -1.43  1.18  0.00
C  3.62  -1.21  2.05  -0.13
H  3.48  3.95  2.70  0.11
H  3.31  1.99  4.17  0.09
H  7.09  0.63  2.90  0.12
H  7.14  2.44  1.18  0.09
H  2.64  -0.38  5.14  0.11
H  0.36  -0.64  4.15  0.13
H  3.01  -0.91  -1.74  0.10
H  5.18  -1.55  -0.94  0.10
H  5.75  -1.68  1.49  0.11
C  -4.07  2.35  -2.57  -0.03
O  -3.52  3.42  -1.78  -0.08
C  -2.51  4.12  -2.37  -0.28
C  -2.76  4.83  -3.52  0.01
C  -1.75  5.72  -3.81  -0.07
C  -0.69  6.05  -2.94  -0.06
C  -0.45  5.18  -1.87  0.00
C  -1.30  4.09  -1.69  -0.16
N  -1.03  3.20  -0.58  0.18
C  -0.95  1.83  -0.65  -0.32
N  -1.31  1.45  -1.94  0.14
C  -0.87  0.29  -2.65  -0.18
C  -0.72  -1.00  -2.07  -0.21
C  -0.40  -2.07  -2.91  -0.14
C  -0.30  -1.97  -4.28  -0.08
C  -0.35  -0.69  -4.82  -0.03
C  -0.59  0.42  -4.00  -0.26
O  -0.46  1.68  -4.60  -0.12
C  0.97  1.87  -4.93  -0.03
N  -0.67  1.03  0.34  0.05
C  -0.64  1.75  1.61  -0.20
C  0.51  2.02  2.32  -0.02
C  0.48  2.76  3.50  -0.07
C  -0.76  3.22  3.93  -0.08
C  -1.93  2.86  3.28  -0.01
C  -1.87  2.02  2.20  -0.23
O  -2.86  1.39  1.49  -0.09
C  -4.23  1.73  1.54  -0.04
H  -4.47  1.67  -1.84  0.09
H  -3.32  1.79  -3.08  0.07
H  -4.78  2.74  -3.30  0.10
H  -3.63  4.76  -4.13  0.13
H  -1.84  6.36  -4.68  0.11
H  -0.04  6.87  -3.17  0.10
H  0.39  5.31  -1.22  0.11
H  -0.78  3.65  0.26  0.13
H  -1.40  2.23  -2.61  0.11
H  -0.28  -3.05  -2.47  0.09
H  -0.25  -2.84  -5.00  0.13
H  -0.12  -0.55  -5.92  0.14
H  1.25  1.01  -5.51  0.07
H  1.59  1.98  -4.08  0.08
H  1.11  2.79  -5.53  0.10
H  1.48  1.67  1.94  0.12
H  1.36  3.00  4.07  0.08
H  -0.85  3.95  4.73  0.11
H  -2.91  3.19  3.62  0.11
H  -4.79  0.80  1.55  0.10
H  -4.55  2.25  0.66  0.07
H  -4.54  2.28  2.45  0.09
O  -2.70  -2.21  1.13  -0.65
O  -5.22  -4.08  -0.05  -0.02
C  -4.53  -5.20  -0.44  -0.32
N  -4.39  -6.13  0.62  0.09
C  -3.42  -7.06  0.77  -0.45
O  -3.72  -8.18  1.10  0.08
C  -1.98  -6.69  0.47  -0.11
C  -1.01  -7.60  0.07  -0.01
C  0.31  -7.24  -0.09  -0.06
C  0.58  -5.90  -0.10  -0.17
N  -0.32  -5.07  0.31  0.07
C  -1.54  -5.41  0.67  -0.10
H  -4.57  -3.34  -0.03  0.07
H  -3.50  -5.02  -0.82  0.13
H  -5.05  -5.70  -1.26  0.13
H  -5.26  -6.55  0.89  0.14
H  -1.29  -8.62  -0.08  0.12
H  1.06  -7.99  -0.37  0.11
H  1.52  -5.47  -0.48  0.12
H  -2.10  -4.66  1.20  0.10

E_LUMO: -0.05 eV
E_HOMO: -7.416 eV
net charge: 0
energy relative to the best compared isomer or geometry (same formula, charge and spin): 10.7 kcal per mole
Kohn-Sham gap: 7.36 eV

***

Record 4
Here is a 2-piece molecular cluster, CH6NS overall at a distorted geometry from the Open Molecules 2025 dataset. Energies are from ωB97M-V with the def2-TZVPD basis set.

Each line ends with the natural charge from an NBO analysis.
CARTESIAN COORDINATES (ANGSTROEM)
N  2.08  -1.30  0.87  -1.07
H  2.51  -1.70  0.05  0.35
H  1.18  -1.00  0.38  0.35
H  2.53  -0.37  0.99  0.34
C  -0.67  1.51  -0.21  -0.86
S  -0.94  -0.17  -0.36  0.17
H  -0.86  1.87  0.79  0.26
H  -1.28  2.12  -0.88  0.23
H  0.39  1.89  -0.43  0.22

E_LUMO (spin up / spin down): 0.91 / -2.17 eV
E_HOMO (spin up / spin down): -9.412 / -9.050 eV
net charge: 0
energy relative to the best compared isomer or geometry (same formula, charge and spin): 7.4 kcal per mole
2S+1: 2
Kohn-Sham gap (spin up / spin down): 10.32 / 6.88 eV

***

Record 5
Here is a 9-piece molecular cluster, C34H80O18P2 overall at a distorted geometry from the Open Molecules 2025 dataset. Energies are from ωB97M-V with the def2-TZVPD basis set.

Each line ends with the Löwdin charge.
CARTESIAN COORDINATES (ANGSTROEM)
C  16.46  17.34  -14.25  -0.08
O  17.26  16.13  -14.22  -0.21
P  16.65  14.83  -13.55  0.35
O  17.58  13.70  -13.39  -0.22
O  16.04  15.37  -12.20  -0.22
C  15.63  14.50  -11.14  -0.07
O  15.37  14.46  -14.44  -0.25
C  15.54  13.95  -15.77  -0.08
H  15.42  17.08  -14.06  0.08
H  16.60  17.80  -15.23  0.09
H  16.87  18.03  -13.52  0.09
H  15.67  13.45  -11.46  0.09
H  14.61  14.77  -10.86  0.07
H  16.27  14.65  -10.28  0.09
H  16.53  14.22  -16.14  0.09
H  14.73  14.29  -16.41  0.08
H  15.49  12.86  -15.76  0.08
C  14.12  6.02  -11.42  -0.09
O  13.44  7.19  -11.89  -0.21
P  12.90  8.30  -10.90  0.38
O  12.36  9.44  -11.64  -0.21
O  14.13  8.59  -9.91  -0.21
C  14.83  9.84  -9.98  -0.08
O  11.88  7.51  -9.96  -0.21
C  11.07  8.21  -9.03  -0.09
H  15.13  5.97  -11.83  0.08
H  13.56  5.16  -11.77  0.09
H  14.19  6.00  -10.33  0.09
H  15.89  9.58  -9.92  0.09
H  14.57  10.49  -9.15  0.09
H  14.70  10.36  -10.93  0.06
H  10.02  8.02  -9.24  0.09
H  11.20  9.30  -9.13  0.07
H  11.33  7.94  -8.01  0.09
C  7.21  14.01  -10.92  -0.14
C  6.48  15.36  -11.15  -0.16
C  6.92  15.70  -12.58  -0.20
O  8.13  14.99  -12.83  -0.16
C  8.51  14.31  -11.64  -0.20
H  6.57  13.23  -11.34  0.10
H  7.39  13.84  -9.86  0.11
H  6.82  16.13  -10.45  0.11
H  5.40  15.29  -11.06  0.11
H  7.07  16.78  -12.70  0.11
H  6.15  15.30  -13.25  0.10
H  9.03  15.04  -11.01  0.11
H  9.16  13.46  -11.84  0.10
C  5.99  11.44  -15.31  -0.15
C  6.78  12.32  -14.35  -0.17
C  8.26  12.05  -14.64  -0.21
O  8.24  10.75  -15.20  -0.14
C  7.10  10.68  -16.06  -0.18
H  5.43  12.03  -16.04  0.10
H  5.27  10.82  -14.78  0.11
H  6.60  11.92  -13.34  0.10
H  6.46  13.36  -14.37  0.10
H  8.85  12.17  -13.74  0.10
H  8.60  12.79  -15.37  0.11
H  6.89  9.63  -16.26  0.12
H  7.37  11.15  -17.02  0.11
C  10.02  19.25  -14.22  -0.16
C  11.27  19.95  -13.69  -0.15
C  11.77  18.91  -12.65  -0.23
O  11.49  17.65  -13.19  -0.14
C  10.20  17.79  -13.80  -0.20
H  9.91  19.32  -15.30  0.11
H  9.10  19.64  -13.77  0.11
H  11.14  20.94  -13.27  0.11
H  12.02  20.05  -14.47  0.11
H  11.32  19.11  -11.67  0.12
H  12.85  19.07  -12.54  0.12
H  9.41  17.45  -13.11  0.10
H  10.11  17.02  -14.57  0.12
C  12.47  13.63  -13.20  -0.15
C  11.86  12.42  -12.54  -0.16
C  12.16  12.64  -11.07  -0.16
O  12.33  14.08  -10.94  -0.17
C  12.20  14.73  -12.20  -0.19
H  12.14  13.87  -14.22  0.11
H  13.53  13.39  -13.35  0.09
H  12.18  11.44  -12.90  0.09
H  10.79  12.42  -12.75  0.08
H  13.11  12.23  -10.71  0.10
H  11.32  12.32  -10.46  0.10
H  12.88  15.57  -12.30  0.11
H  11.19  15.15  -12.32  0.10
C  20.25  8.46  -12.67  -0.10
O  19.03  8.87  -13.27  -0.17
C  17.95  8.14  -12.78  -0.23
C  16.67  8.53  -13.53  -0.21
O  16.41  9.89  -13.25  -0.18
C  15.15  10.27  -13.78  -0.09
H  21.06  8.94  -13.22  0.09
H  20.37  7.39  -12.84  0.08
H  20.26  8.66  -11.60  0.09
H  17.72  8.42  -11.74  0.12
H  18.08  7.06  -12.92  0.12
H  15.88  7.86  -13.19  0.11
H  16.83  8.46  -14.61  0.13
H  14.35  9.78  -13.22  0.06
H  15.11  9.91  -14.82  0.09
H  15.01  11.34  -13.77  0.08
C  11.40  12.39  -7.64  -0.10
O  10.37  13.14  -8.23  -0.18
C  10.56  14.53  -8.16  -0.20
C  10.53  15.13  -6.75  -0.22
O  9.29  14.81  -6.15  -0.18
C  9.14  15.38  -4.87  -0.11
H  12.31  12.41  -8.26  0.08
H  11.02  11.37  -7.57  0.08
H  11.63  12.72  -6.62  0.08
H  9.75  14.99  -8.73  0.12
H  11.51  14.83  -8.62  0.12
H  10.62  16.21  -6.91  0.13
H  11.34  14.78  -6.10  0.11
H  8.84  16.43  -4.99  0.09
H  10.05  15.31  -4.26  0.09
H  8.39  14.82  -4.32  0.09
C  11.50  12.19  -16.84  -0.08
O  12.07  13.48  -16.72  -0.20
C  11.50  14.50  -17.51  -0.21
C  11.93  14.46  -18.98  -0.19
O  11.34  13.43  -19.75  -0.20
C  9.93  13.39  -19.80  -0.11
H  12.03  11.49  -16.19  0.09
H  11.53  11.78  -17.85  0.09
H  10.50  12.18  -16.40  0.07
H  11.95  15.39  -17.08  0.13
H  10.42  14.56  -17.36  0.11
H  13.01  14.31  -19.03  0.13
H  11.81  15.43  -19.49  0.12
H  9.57  14.07  -20.58  0.09
H  9.45  13.61  -18.86  0.07
H  9.65  12.40  -20.16  0.09

E_LUMO: 0.62 eV
E_HOMO: -8.993 eV
net charge: 0
Kohn-Sham gap: 9.61 eV

***

Record 6
Here is an isolated molecule of C14H16N2O4S at a distorted geometry from the Open Molecules 2025 dataset. Energies are from ωB97M-V with the def2-TZVPD basis set.

Each line ends with the natural charge from an NBO analysis.
CARTESIAN COORDINATES (ANGSTROEM)
C  -4.54  -1.34  -0.85  -0.41
N  -3.66  -0.52  -0.04  -0.71
C  -2.28  -0.83  -0.03  0.13
C  -1.52  -0.80  -1.19  -0.15
C  -0.16  -1.05  -1.14  -0.21
C  0.45  -1.34  0.08  -0.14
C  1.91  -1.63  0.20  0.67
O  2.36  -2.43  1.00  -0.61
N  2.70  -0.94  -0.67  -0.60
C  4.15  -1.03  -0.62  -0.27
C  4.77  0.29  -0.33  0.25
C  5.43  1.18  -1.13  -0.30
C  5.76  2.28  -0.32  -0.32
C  5.27  2.00  0.92  0.09
O  4.66  0.80  0.92  -0.39
C  -0.32  -1.39  1.23  -0.15
C  -1.67  -1.13  1.18  -0.22
S  -3.95  1.13  0.00  2.31
C  -4.04  1.43  1.78  -0.86
O  -2.82  1.85  -0.51  -0.94
O  -5.24  1.39  -0.57  -0.94
H  -5.48  -0.81  -0.93  0.24
H  -4.14  -1.51  -1.86  0.19
H  -4.69  -2.30  -0.36  0.20
H  -1.99  -0.56  -2.13  0.22
H  0.41  -1.03  -2.05  0.22
H  2.30  -0.21  -1.23  0.40
H  4.53  -1.41  -1.58  0.21
H  4.38  -1.75  0.17  0.26
H  5.67  1.05  -2.17  0.23
H  6.29  3.17  -0.61  0.23
H  5.28  2.54  1.84  0.20
H  0.17  -1.64  2.16  0.24
H  -2.27  -1.17  2.08  0.22
H  -4.34  2.46  1.92  0.25
H  -3.07  1.25  2.20  0.24
H  -4.79  0.76  2.18  0.24

E_LUMO: 0.53 eV
E_HOMO: -8.784 eV
net charge: 0
energy relative to the best compared isomer or geometry (same formula, charge and spin): 46.6 kcal per mole
Kohn-Sham gap: 9.31 eV

***

no.,DFT total energy (eV)
1,-39053.7815
2,-36689.6523
3,-147795.6639
4,-13457.9952
5,-91986.7625
6,-36782.3681